(1)
{"formula": "C3F5NO3S", "method": "wB97M-V/def2-TZVPD", "symbols": ["C", "C", "C", "N", "O", "O", "O", "F", "F", "F", "F", "F", "S"], "positions_angstrom": [[-0.313, 0.494, 0.168], [1.093, 0.263, 0.546], [1.233, -1.267, 0.487], [-1.266, 0.862, 0.875], [-2.400, 1.673, -2.275], [-0.619, 0.176, -1.329], [-2.440, 0.863, 0.291], [1.452, 0.669, 1.761], [1.909, 0.852, -0.360], [1.216, -1.632, -0.808], [0.145, -1.686, 1.065], [2.303, -1.736, 1.113], [-2.313, 0.471, -1.533]], "forces_ev_per_a": [[-1.344, 0.711, -3.369], [1.382, -0.148, -0.815], [0.860, 0.757, -1.059], [1.089, 0.003, 0.679], [-0.351, 0.700, -0.281], [-1.676, 0.747, 3.539], [-1.119, -0.288, -2.067], [-0.505, 0.313, 0.269], [-0.014, -0.062, 0.169], [0.492, -0.459, 0.640], [-1.037, -1.786, 0.974], [-0.071, -0.055, -0.321], [2.295, -0.433, 1.643]], "total_energy_ev": -35162.91744, "relative_energy_kcal_mol": 0.0}


(2)
{"formula": "C2H8CuNO", "method": "wB97M-V/def2-TZVPD", "symbols": ["C", "Cu", "N", "H", "H", "H", "H", "H", "H", "H", "H", "O", "C"], "positions_angstrom": [[1.505, -0.601, -0.382], [-0.221, -0.068, 0.449], [-0.413, 1.912, -0.040], [-0.659, -2.261, -0.718], [0.023, -2.662, -0.762], [1.664, -1.654, -0.633], [2.294, -0.257, 0.310], [1.530, 0.034, -1.280], [-0.542, 2.484, 0.791], [-1.245, 1.992, -0.614], [0.419, 2.192, -0.553], [-2.679, -0.702, 1.957], [-1.677, -0.410, 1.475]], "forces_ev_per_a": [[0.163, 0.554, 0.479], [0.188, -0.842, 0.315], [-0.130, 1.204, -0.111], [1.092, -0.864, -0.106], [-1.414, 0.299, -0.091], [0.114, 0.239, -0.046], [0.150, -0.139, -0.331], [0.359, -0.211, -0.235], [0.179, -0.086, -0.265], [0.222, 0.027, -0.058], [-0.268, 0.097, 0.085], [-2.561, -0.662, 1.417], [1.907, 0.386, -1.053]], "total_charge": -1, "s_squared": 0.75, "total_energy_ev": -50378.42374, "relative_energy_kcal_mol": 9.9, "spin_multiplicity": 2}


(3)
{"formula": "C3HNO3", "method": "wB97M-V/def2-TZVPD", "symbols": ["C", "C", "C", "N", "O", "O", "O", "H"], "positions_angstrom": [[-0.464, -1.005, 0.150], [-1.246, -1.707, 0.928], [2.809, -2.842, -0.240], [0.085, -0.308, -0.846], [3.729, -2.358, 0.169], [-1.863, -2.423, 1.587], [1.801, -3.292, -0.547], [-0.560, 0.240, -1.399]], "forces_ev_per_a": [[1.101, 1.964, -3.151], [1.214, 1.756, -2.064], [-3.224, -1.038, -0.470], [-0.869, -2.818, 4.018], [4.532, 2.024, 1.418], [-0.620, -0.968, 1.159], [-1.339, -0.985, -0.961], [-0.794, 0.065, 0.050]], "smiles": "N=C=C=O.O=C=O", "total_energy_ev": -10756.87227, "relative_energy_kcal_mol": 43.7}


(4)
{"formula": "C24H23ClO3PRuS", "method": "wB97M-V/def2-TZVPD", "symbols": ["C", "C", "C", "H", "C", "C", "H", "H", "H", "H", "Ru", "Cl", "P", "C", "C", "H", "C", "H", "C", "H", "C", "H", "C", "H", "C", "C", "H", "C", "H", "C", "H", "C", "H", "C", "H", "C", "C", "H", "C", "H", "C", "H", "C", "H", "C", "H", "C", "S", "O", "O", "O", "H", "H", "H"], "positions_angstrom": [[-0.857, -2.260, 4.010], [-0.818, -2.129, 2.586], [0.562, -2.090, 2.178], [-1.681, -2.092, 1.921], [1.376, -2.206, 3.363], [0.492, -2.243, 4.504], [0.796, -2.287, 5.545], [-1.756, -2.347, 4.616], [0.928, -2.013, 1.159], [2.454, -2.291, 3.393], [0.326, -0.245, 3.456], [2.464, 0.322, 3.299], [0.072, 0.098, -1.530], [1.352, -1.013, -2.038], [1.208, -1.865, -3.151], [0.307, -1.801, -3.765], [2.222, -2.777, -3.444], [2.106, -3.449, -4.297], [3.373, -2.837, -2.647], [4.159, -3.558, -2.885], [3.521, -1.980, -1.546], [4.420, -2.025, -0.930], [2.518, -1.071, -1.230], [2.605, -0.410, -0.364], [-1.589, -0.425, -1.863], [-1.948, -1.780, -1.643], [-1.180, -2.505, -1.362], [-3.275, -2.173, -1.790], [-3.547, -3.218, -1.638], [-4.258, -1.230, -2.126], [-5.299, -1.542, -2.234], [-3.910, 0.114, -2.319], [-4.675, 0.852, -2.568], [-2.586, 0.526, -2.187], [-2.302, 1.570, -2.333], [0.413, 1.795, -1.905], [0.960, 2.180, -3.146], [1.129, 1.423, -3.917], [1.265, 3.523, -3.360], [1.701, 3.829, -4.314], [1.019, 4.474, -2.358], [1.257, 5.523, -2.543], [0.475, 4.085, -1.126], [0.279, 4.823, -0.349], [0.189, 2.750, -0.882], [-0.194, 2.423, 0.085], [-0.294, 2.142, 5.014], [-1.199, 2.368, 3.494], [-2.598, 2.533, 3.786], [-0.529, 3.310, 2.629], [-1.044, 0.905, 2.829], [-0.487, 3.024, 5.630], [0.772, 2.025, 4.791], [-0.694, 1.246, 5.505]], "forces_ev_per_a": [[-0.137, -0.228, -0.887], [0.040, -1.127, 0.541], [-0.039, -1.151, 0.591], [0.327, 0.156, 0.247], [-0.778, -2.047, 0.004], [0.380, -0.896, -0.755], [-0.042, -0.091, -0.246], [0.249, 0.211, -0.176], [-0.075, 0.060, 0.203], [-0.296, 0.164, -0.003], [0.356, 1.245, 0.734], [2.310, 1.469, -0.053], [-0.067, -0.015, 3.017], [0.569, -0.587, -0.860], [0.513, 0.159, 0.518], [0.280, -0.064, 0.167], [0.130, -0.117, 0.138], [0.123, 0.189, 0.261], [-0.217, 0.128, -0.044], [-0.250, 0.230, 0.085], [-0.025, -0.079, -0.251], [-0.223, -0.028, -0.188], [-0.551, -0.193, -0.615], [-0.041, -0.188, -0.239], [-0.779, -0.246, -0.771], [-0.144, 0.664, -0.243], [-0.206, 0.175, -0.101], [-0.032, 0.287, -0.045], [0.041, 0.285, -0.032], [0.091, 0.132, -0.014], [0.353, 0.094, 0.032], [0.001, -0.281, 0.166], [0.184, -0.261, 0.065], [0.327, -0.663, 0.036], [-0.128, -0.298, 0.005], [0.192, 0.806, -0.697], [-0.315, 0.314, 0.656], [-0.006, 0.290, 0.205], [0.089, 0.150, 0.054], [-0.152, -0.026, 0.311], [-0.070, -0.350, -0.035], [-0.069, -0.296, 0.067], [0.095, 0.257, -0.266], [0.106, -0.162, -0.197], [0.103, -0.488, -0.662], [0.088, 0.115, -0.253], [-0.117, 0.168, -0.006], [-0.647, -1.119, -1.954], [0.770, 0.177, 0.239], [-0.260, -0.407, 0.894], [-1.972, 3.075, 0.248], [0.129, -0.135, -0.021], [-0.168, 0.269, 0.087], [-0.042, 0.275, 0.043]], "s_squared": 8.76, "total_energy_ev": -66627.76810, "relative_energy_kcal_mol": 0.0, "spin_multiplicity": 6}


(5)
{"formula": "C4H16N2O2", "method": "wB97M-V/def2-TZVPD", "symbols": ["C", "N", "C", "C", "C", "N", "H", "H", "H", "H", "H", "H", "H", "H", "H", "H", "H", "H", "H", "H", "O", "H", "H", "O"], "positions_angstrom": [[0.950, 2.967, -0.359], [-0.447, 2.646, -0.572], [0.341, 0.494, -1.729], [-0.791, 1.226, -0.980], [-1.428, 0.544, 0.181], [-2.859, 0.619, 0.553], [1.047, 3.716, 0.429], [1.498, 2.136, 0.087], [1.531, 3.192, -1.257], [-0.829, 3.232, -1.301], [1.326, 0.552, -1.203], [0.688, 1.070, -2.596], [0.146, -0.579, -1.779], [-1.537, 1.311, -1.799], [-1.332, -0.544, 0.070], [-0.959, 0.846, 1.144], [-3.133, 1.569, 0.766], [-3.414, 0.209, -0.188], [2.944, -3.929, 2.565], [3.735, -4.310, 1.414], [2.962, -3.784, 1.611], [0.317, -4.097, 2.169], [-0.380, -4.392, 0.932], [-0.374, -4.694, 1.841]], "forces_ev_per_a": [[0.510, -0.519, 0.690], [-0.611, -0.839, -0.850], [1.738, 0.507, 1.825], [0.004, 1.757, -1.510], [-0.388, -1.839, 2.300], [0.574, 0.446, -0.772], [-0.026, 0.495, -0.463], [-0.300, -0.307, 0.031], [-0.116, 0.424, -0.016], [0.134, 0.285, 0.158], [-0.795, -0.305, 0.416], [-0.979, -0.679, -0.565], [-0.124, 0.248, -0.867], [-0.117, 0.180, 0.627], [0.606, 0.044, 0.053], [0.442, -0.293, -0.819], [-0.234, 0.005, -0.282], [-0.315, 0.388, 0.046], [-0.395, 0.306, 0.094], [0.354, -0.188, -0.692], [0.015, -0.096, 0.639], [-0.158, -0.371, 0.319], [-0.353, -0.252, -0.483], [0.536, 0.604, 0.120]], "smiles": "CN[C@@H](C)CN.O.O", "total_energy_ev": -11481.38309, "relative_energy_kcal_mol": 36.6}


(6)
{"formula": "C5H6O", "method": "wB97M-V/def2-TZVPD", "symbols": ["C", "C", "O", "C", "C", "C", "H", "H", "H", "H", "H", "H"], "positions_angstrom": [[0.777, 1.074, 0.821], [-0.148, -0.103, 0.944], [-1.414, -0.032, 0.333], [-0.530, -0.999, -0.193], [0.998, -0.736, -1.662], [-0.303, -0.774, -1.696], [0.807, 1.434, -0.207], [1.789, 0.780, 1.117], [0.448, 1.886, 1.474], [-0.191, -0.560, 1.943], [-0.774, -2.031, 0.071], [-1.136, -0.732, -2.416]], "forces_ev_per_a": [[0.009, 0.023, -0.103], [0.344, -0.150, -0.032], [-0.504, 0.316, 0.250], [-0.470, -0.271, 0.207], [-1.226, 0.071, -0.252], [1.260, -0.117, -0.175], [0.008, 0.011, 0.121], [-0.139, 0.032, -0.046], [-0.015, -0.108, -0.018], [0.120, 0.007, -0.452], [0.005, 0.245, -0.133], [0.608, -0.060, 0.634]], "total_energy_ev": -7324.48149, "relative_energy_kcal_mol": 110.8}


(7)
{"formula": "C11H40N8O8", "method": "wB97M-V/def2-TZVPD", "symbols": ["C", "O", "N", "N", "H", "H", "H", "H", "C", "O", "N", "N", "H", "H", "H", "H", "C", "O", "N", "N", "H", "H", "H", "H", "C", "C", "C", "O", "C", "N", "H", "H", "H", "H", "H", "H", "H", "H", "H", "H", "H", "C", "C", "C", "O", "C", "N", "H", "H", "H", "H", "H", "H", "H", "H", "H", "H", "H", "O", "H", "H", "O", "H", "H", "O", "H", "H"], "positions_angstrom": [[-16.198, -26.363, 15.153], [-15.064, -26.179, 15.670], [-16.813, -27.433, 15.406], [-16.819, -25.622, 14.255], [-17.519, -27.719, 14.744], [-16.535, -28.054, 16.152], [-17.741, -25.861, 13.918], [-16.426, -24.742, 13.955], [-20.011, -22.162, 9.084], [-19.835, -21.725, 7.985], [-19.884, -21.421, 10.161], [-20.432, -23.362, 9.329], [-20.277, -21.691, 11.051], [-19.470, -20.509, 10.030], [-20.505, -23.756, 10.256], [-20.548, -23.976, 8.535], [-21.285, -31.663, 15.751], [-20.243, -32.120, 15.380], [-22.153, -31.154, 14.895], [-21.703, -31.749, 16.990], [-22.781, -30.422, 15.195], [-21.989, -31.400, 13.930], [-22.530, -31.280, 17.330], [-21.083, -32.070, 17.719], [-21.599, -35.594, 7.567], [-21.296, -34.970, 8.918], [-21.913, -33.526, 8.928], [-21.308, -32.689, 9.870], [-19.977, -32.181, 9.540], [-21.980, -35.844, 9.846], [-21.044, -35.111, 6.763], [-22.644, -35.476, 7.280], [-21.384, -36.661, 7.625], [-20.263, -34.841, 9.241], [-23.003, -33.513, 8.962], [-21.784, -33.092, 7.936], [-19.535, -31.738, 10.432], [-20.119, -31.464, 8.732], [-19.351, -32.979, 9.139], [-21.286, -36.557, 10.023], [-21.918, -35.285, 10.685], [-14.650, -19.876, 14.022], [-15.702, -19.618, 12.926], [-15.555, -18.170, 12.351], [-16.407, -18.106, 11.213], [-16.760, -16.706, 10.866], [-15.534, -20.510, 11.747], [-13.668, -20.150, 13.637], [-15.127, -20.708, 14.540], [-14.431, -19.143, 14.799], [-16.708, -19.741, 13.328], [-14.541, -17.916, 12.040], [-15.774, -17.441, 13.130], [-17.520, -16.275, 11.519], [-17.090, -16.764, 9.829], [-15.811, -16.177, 10.775], [-14.551, -20.364, 11.571], [-16.068, -20.213, 10.943], [-21.259, -24.487, 13.870], [-21.267, -24.993, 14.683], [-21.565, -23.617, 14.126], [-12.747, -24.503, 9.970], [-13.386, -24.265, 10.642], [-11.932, -24.093, 10.259], [-10.220, -25.172, 16.574], [-11.155, -25.377, 16.599], [-9.813, -25.952, 16.197]], "forces_ev_per_a": [[5.874, 2.378, 1.106], [-1.605, 1.104, -0.797], [-3.965, -5.725, 1.201], [-0.670, 2.574, -1.958], [-0.042, -0.432, 0.612], [0.151, 0.195, -0.453], [0.290, 0.238, 0.180], [-0.011, -0.315, 0.092], [-0.193, 1.335, -0.483], [0.787, 0.695, -2.543], [0.712, 2.263, 2.810], [-1.403, -4.568, 0.286], [0.324, 0.251, -0.246], [-0.296, -0.181, 0.251], [0.105, 0.096, -0.334], [-0.018, 0.106, 0.288], [0.692, -0.643, -0.667], [2.330, -1.094, -0.580], [-1.950, 1.332, -1.658], [-1.048, 0.244, 4.033], [-0.084, -0.352, -0.560], [-0.133, 0.629, 0.147], [0.090, -0.211, -0.305], [0.107, 0.101, -0.437], [0.962, 0.255, -0.570], [-1.929, 1.317, -1.143], [1.135, -0.622, -1.219], [0.603, 0.610, 1.221], [-1.638, -0.744, -0.572], [0.344, 0.538, 1.192], [0.322, -0.228, -0.107], [-0.154, -0.012, 0.464], [0.066, 0.002, -0.333], [0.367, -0.169, -0.746], [-0.074, -0.250, 1.035], [0.537, 0.050, -0.460], [-0.222, -0.086, -0.130], [0.245, 0.346, 0.076], [0.177, -0.064, 0.220], [-0.194, -0.725, 0.194], [-0.553, -0.208, 0.907], [-0.788, -1.107, -0.062], [0.710, 2.113, -1.608], [-0.663, -0.673, 0.464], [-0.849, 2.128, 0.306], [1.146, -2.123, -0.813], [0.707, -0.695, 1.828], [-0.145, -0.276, -0.258], [0.803, -0.414, 0.314], [-0.614, 0.588, -0.371], [-0.010, 0.122, 0.021], [0.448, -0.416, -0.072], [-0.572, 0.264, 0.026], [0.291, 0.003, 0.111], [-0.508, -0.015, 0.169], [-0.139, 0.550, 0.596], [0.181, -0.424, -0.825], [-0.018, 0.323, 0.179], [0.118, -0.075, -0.276], [-0.002, -0.154, 0.202], [-0.089, 0.237, 0.061], [-0.018, -0.129, -0.208], [-0.210, 0.057, 0.164], [0.221, 0.080, 0.050], [0.164, 0.200, 0.076], [-0.321, -0.023, 0.003], [0.116, -0.176, -0.092]], "smiles": "COC[C@H](C)N.COC[C@H](C)N.NC(N)=O.NC(N)=O.NC(N)=O.O.O.O", "total_energy_ev": -40355.67665, "relative_energy_kcal_mol": 71.6}


(8)
{"formula": "C6H18IO4", "method": "wB97M-V/def2-TZVPD", "symbols": ["I", "C", "C", "O", "H", "H", "H", "H", "H", "H", "C", "C", "O", "H", "H", "H", "H", "H", "H", "C", "C", "O", "O", "H", "H", "H", "H", "H", "H"], "positions_angstrom": [[1.154, 1.478, -1.857], [3.536, -3.262, 0.530], [3.198, -1.888, -0.005], [2.274, -2.026, -1.079], [3.404, -4.038, -0.229], [2.824, -3.576, 1.303], [4.541, -3.323, 0.945], [4.110, -1.393, -0.360], [2.745, -1.271, 0.774], [1.991, -1.121, -1.278], [-4.391, 0.589, -2.089], [-3.013, 1.141, -1.819], [-2.254, 1.076, -3.013], [-4.884, 1.180, -2.865], [-5.018, 0.683, -1.199], [-4.305, -0.440, -2.437], [-2.525, 0.569, -1.028], [-3.116, 2.194, -1.523], [-1.333, 0.979, -2.725], [-0.545, 1.619, 1.628], [-0.038, 0.580, 2.607], [1.285, 0.154, 2.272], [0.396, 2.661, 1.512], [-1.474, 2.063, 2.000], [-0.738, 1.172, 0.645], [-0.644, -0.315, 2.709], [0.038, 1.073, 3.591], [1.813, 0.958, 2.240], [0.970, 2.481, 0.752]], "forces_ev_per_a": [[0.065, -0.068, 0.153], [-0.587, -0.660, 0.366], [-0.010, -0.046, -0.298], [0.191, 0.086, 0.252], [0.345, 0.271, -0.279], [0.145, 0.237, 0.082], [0.022, 0.033, -0.004], [-0.025, 0.037, 0.014], [0.135, 0.062, 0.100], [-0.287, 0.051, -0.279], [-0.151, 0.228, -0.080], [-0.171, 0.315, -0.407], [-0.043, -0.295, 0.264], [0.093, -0.068, -0.115], [0.036, -0.303, 0.036], [-0.212, -0.070, 0.133], [0.036, 0.107, 0.132], [0.168, -0.084, 0.302], [0.286, 0.220, -0.300], [-0.322, -0.280, -0.398], [0.987, 0.496, 0.652], [-0.301, -0.230, 0.007], [0.316, 0.229, 0.287], [-0.029, -0.102, 0.015], [0.059, 0.026, 0.083], [-0.212, -0.003, -0.222], [-0.322, -0.162, -0.009], [0.018, 0.038, -0.147], [-0.232, -0.067, -0.343]], "total_charge": -1, "total_energy_ev": -22806.92336, "relative_energy_kcal_mol": 0.0}